Entry from OMol25: a structure of composition C32H49AuBrClO2P in a non-equilibrium geometry (ωB97M-V/def2-TZVPD).

Geometry as XYZ:
```
87
Properties=species:S:1:pos:R:3
Au -0.750 1.034 0.950
Br 3.472 3.287 1.779
Cl -2.564 2.117 -0.323
P -0.277 0.297 -1.951
O 4.807 0.100 0.199
O 2.553 0.553 0.225
C -3.240 -0.386 -4.961
C -1.771 -0.418 -2.871
C 2.419 -1.730 -4.628
C 3.010 0.606 4.963
C 0.508 2.294 -3.911
C 0.496 -2.109 0.845
C 0.674 4.362 -1.780
C -1.139 -1.174 2.479
C -1.965 0.128 -4.287
C 1.122 4.671 -3.209
C 0.465 3.780 -4.271
C 0.747 2.872 -1.474
C -1.018 3.041 1.403
C -0.058 2.073 -2.511
C -0.047 -1.060 1.443
C -3.450 -1.902 -4.845
C 1.230 -0.846 -4.235
C -1.474 -2.637 2.821
C 3.695 -0.820 -2.615
C 3.047 1.784 4.199
C 3.393 1.727 2.845
C -3.110 -2.482 -3.466
C -1.540 -3.483 1.555
C 3.731 0.349 0.755
C 3.761 -1.222 -4.089
C 3.671 0.480 2.257
C 3.746 -0.673 3.046
C 3.400 -0.604 4.395
C -0.204 -3.417 0.751
C 2.486 0.047 -2.297
C -1.782 -1.957 -2.901
C 1.191 -0.619 -2.719
H 3.645 -1.722 -1.984
H -1.880 3.145 2.052
H 1.296 4.895 -1.049
H 4.046 -1.602 2.559
H 3.435 -1.518 4.990
H 0.898 5.718 -3.432
H -2.423 -2.674 3.356
H -2.306 -3.030 0.910
H -4.101 0.141 -4.524
H -0.370 4.672 -1.621
H 0.413 -4.296 0.978
H 2.689 0.648 6.003
H -2.031 -0.641 2.106
H 4.095 -0.356 -4.674
H 2.522 0.253 -1.144
H 1.788 2.513 -1.431
H 0.309 -1.315 -4.599
H -1.102 2.429 -2.459
H 1.439 -1.983 0.310
H 2.603 1.031 -2.778
H -0.738 -3.072 3.504
H -0.433 -3.495 -0.320
H -1.784 -4.540 1.774
H 0.979 3.917 -5.231
H -0.845 -0.670 3.411
H -0.051 1.732 -4.672
H 4.518 -2.003 -4.204
H 0.649 -0.180 1.578
H -2.580 -0.041 -2.216
H 2.461 -1.798 -5.723
H 2.232 -2.741 -4.239
H -3.916 -2.230 -2.764
H 2.212 4.548 -3.263
H -1.115 -0.180 -4.913
H 2.789 2.740 4.642
H -0.124 3.722 1.639
H -4.496 -2.128 -5.085
H 1.551 1.949 -3.952
H -3.068 -3.575 -3.534
H -0.585 4.076 -4.409
H 0.318 2.747 -0.467
H -1.977 1.225 -4.281
H 4.593 -0.273 -2.300
H -2.847 -2.412 -5.609
H -1.602 -2.374 -1.898
H -0.965 -2.316 -3.545
H 1.120 -1.609 -2.226
H 1.327 0.120 -4.748
H -3.195 -0.111 -6.023
```

HOMO level (alpha / beta)   -0.1669 / -0.1683 hartree
2S+1   3
Expectation value of S²   2.013
E_LUMO (alpha / beta)   2.63 / 1.53 eV
Net charge   -1
Orbital gap (alpha / beta)   7.17 / 6.12 eV

Here are the Löwdin charges for atoms 1 to 4, given in e: number 1, Au, carries 0.634; number 2, Br, carries 0.777; number 3, Cl, carries 0.039; number 4, P, carries 1.083



Entry from OMol25: a structure of composition C27H41ClDyN3O4 in a non-equilibrium geometry (ωB97M-V/def2-TZVPD).

Geometry as XYZ:
```
77
Properties=species:S:1:pos:R:3
Dy -0.158 -0.584 0.121
Cl -2.455 -0.385 -0.104
O 1.902 -0.982 0.442
O -0.372 -0.950 2.177
O 0.307 -0.486 -1.693
O -0.294 -2.681 -0.049
N 3.306 0.554 -0.504
N -1.389 -0.477 4.150
N 0.448 -4.679 -0.832
C 0.472 -3.347 -0.766
C -1.950 -0.523 -2.373
C 0.093 1.853 0.704
C -0.859 -1.622 4.862
C 0.494 2.251 2.118
C 0.574 3.987 3.832
C 0.150 3.467 -4.759
C 0.407 2.029 -2.847
C 0.603 3.257 -3.464
C -0.494 2.436 -5.431
C 1.431 -5.415 -1.597
C -2.782 0.508 -2.204
C -0.256 0.997 -3.502
C 1.488 1.804 4.304
C 3.487 1.377 0.679
C 0.228 3.566 2.543
C -0.621 -5.433 -0.213
C 1.140 1.382 3.018
C -0.507 -0.327 -2.819
C -2.074 0.535 4.925
C 3.582 1.183 -1.777
C -4.196 0.473 -1.731
C -0.696 1.215 -4.804
C -2.279 -1.957 -2.114
C 1.202 3.105 4.713
C 2.702 -0.624 -0.440
C -1.239 -0.346 2.829
H 1.205 -2.861 -1.408
H -1.967 -2.242 -1.111
H -1.466 0.845 5.774
H -1.936 0.337 2.347
H 2.987 -1.311 -1.248
H 1.471 3.429 5.710
H 0.724 2.470 0.054
H -1.036 -6.150 -0.920
H 4.656 1.295 -1.918
H -0.296 -2.234 4.167
H -2.414 1.497 -2.454
H 1.983 1.119 4.980
H -1.202 0.414 -5.329
H 0.300 4.423 -5.244
H -0.290 -1.112 -3.553
H -4.502 -0.545 -1.479
H -0.253 -5.969 0.663
H -0.954 2.190 0.553
H 0.357 4.999 4.149
H 2.897 2.284 0.575
H -4.903 0.860 -2.460
H -3.024 0.152 5.301
H 4.541 1.636 0.783
H -0.844 2.586 -6.445
H 3.183 0.580 -2.588
H 0.947 -5.958 -2.411
H 3.116 2.168 -1.807
H -2.271 1.403 4.303
H 3.137 0.840 1.552
H -0.203 -1.294 5.668
H 1.943 -6.134 -0.958
H 1.111 4.053 -2.933
H -4.315 1.059 -0.817
H 1.399 0.377 2.743
H -1.670 -2.211 5.291
H -0.259 4.266 1.875
H -3.334 -2.188 -2.232
H -1.721 -2.599 -2.800
H -1.416 -4.760 0.090
H 2.151 -4.718 -2.007
H 0.775 1.846 -1.849
```

HOMO level (alpha / beta)   -0.2265 / -0.2259 hartree
2S+1   6
Expectation value of S²   9.320
E_LUMO (alpha / beta)   0.20 / 0.20 eV
Net charge   0
Orbital gap (alpha / beta)   6.36 / 6.35 eV

Here are the Löwdin charges for atoms 1 to 4, given in e: number 1, Dy, carries 1.022; number 2, Cl, carries 0.498; number 3, O, carries -0.121; number 4, O, carries -0.180



Entry from OMol25: a structure of composition C13H28InNO4P in a non-equilibrium geometry (ωB97M-V/def2-TZVPD).

Geometry as XYZ:
```
48
Properties=species:S:1:pos:R:3
In -1.058 -4.183 3.607
P 2.986 -0.274 1.764
O 2.035 -0.386 -1.111
O 1.761 0.721 2.490
O 4.499 0.556 1.533
O 2.319 -2.460 0.178
N -0.481 -0.666 4.062
C 0.326 -0.053 -2.873
C 0.620 -0.006 -1.222
C 0.498 1.549 -0.749
C -0.436 -2.090 1.959
C 0.620 -1.529 -3.531
C -1.238 -1.805 3.396
C -0.770 2.397 -1.326
C 2.366 -1.099 0.119
C -0.458 -1.051 -0.595
C -0.907 -0.845 0.947
C -2.226 2.038 -0.629
C -3.222 1.147 -1.630
C 1.865 2.372 -1.253
H -0.107 -2.184 -0.735
H -0.800 -3.139 1.590
H -2.148 1.601 0.453
H -0.814 0.197 -3.084
H -0.235 -0.878 5.053
H -0.417 -1.981 -3.906
H -4.310 1.630 -1.687
H 0.710 -2.043 2.225
H -2.356 -1.498 3.144
H -0.967 0.251 3.950
H -1.444 -0.968 -1.265
H 0.499 1.710 0.434
H 0.965 0.723 -3.470
H 2.703 2.102 -0.454
H 2.259 1.565 2.779
H 2.269 2.003 -2.285
H -2.100 -0.862 0.999
H 1.640 3.518 -1.185
H -0.562 3.536 -1.028
H -2.779 1.068 -2.710
H 1.305 -1.368 -4.493
H -0.570 0.136 1.477
H -1.258 -2.779 4.051
H -2.792 3.084 -0.512
H 5.248 0.011 1.965
H -0.898 2.406 -2.489
H -3.354 0.094 -1.130
H 1.212 -2.267 -2.826
```

HOMO level   -0.6920 hartree
2S+1   1
E_LUMO   -15.70 eV
Net charge   +3
Orbital gap   3.13 eV

Here are the Löwdin charges for atoms 1 to 4, given in e: number 1, In, carries 1.251; number 2, P, carries 1.267; number 3, O, carries 0.037; number 4, O, carries -0.221